The following is a DFT calculation (wB97M-V/def2-TZVPD) of a cluster of 2 separate species, C6H12N3O2S in total in a non-equilibrium geometry.

Geometry as XYZ:
```
24
Properties=species:S:1:pos:R:3
C -0.4949 2.2387 1.5059
C 0.0598 2.0707 0.2279
C -0.8750 1.1093 2.1350
C 0.3050 0.8352 -0.2977
C -0.5916 -0.1668 1.6310
C -0.9593 -1.3656 2.5084
N -0.0520 -0.3796 0.4888
N 1.3145 1.6724 -2.7255
N 0.1545 -2.4500 -1.1719
O 1.7015 -0.6942 -2.0321
O -0.6022 0.1038 -2.5696
S 0.7225 0.4057 -2.0250
H -0.5104 3.1350 2.0893
H 0.4610 2.9633 -0.3461
H -1.2196 1.0386 3.2080
H -0.0541 -1.6354 3.1624
H -1.0516 -2.1602 1.8332
H -1.9305 -1.1323 3.0579
H -0.0062 -1.5635 -0.5105
H 2.2852 1.8004 -2.7435
H 0.7733 2.2519 -3.4440
H 0.7870 -2.0093 -1.9099
H -0.7636 -2.8349 -1.5557
H 0.5464 -3.2332 -0.5162
```

relative energy (zero: lowest compared OMol25 entry of this formula, charge and spin): 30.07 kcal per mole
highest occupied orbital energy: -13.59 eV
electronic energy: -948.4852 Eh
2S+1: 1
charge: +1
gap between HOMO and LUMO: 10.017 eV

natural (NBO) population analysis, charges in e, atoms 1 to 8: -0.14, -0.22, -0.21, -0.09, 0.28, -0.65, -0.49, -1.10